(1)
Molecular formula: C7H16NO2PSi
Method: DFT, ωB97M-V/def2-TZVPD

CARTESIAN COORDINATES (ANGSTROEM)
C  1.57  -1.87  -3.66
C  1.65  -2.28  -2.33
Si  1.12  -1.24  -0.82
C  -0.82  -1.05  -0.95
C  -1.30  -2.43  -1.59
N  -1.97  -2.53  -2.70
P  2.16  0.70  -0.63
O  2.31  0.97  0.90
H  2.03  -2.54  -4.43
H  1.01  -0.95  -3.99
H  2.03  -3.32  -2.12
H  1.38  -2.04  0.39
H  -1.28  -0.89  0.07
H  -1.00  -0.18  -1.66
H  -1.01  -3.35  -0.99
H  -2.10  -1.55  -3.01
H  3.49  0.66  -1.21
H  1.46  1.81  -1.18
C  0.16  1.85  3.20
C  -1.04  2.24  2.38
O  -0.97  2.32  1.17
C  -2.32  2.54  3.11
H  1.01  1.66  2.54
H  0.42  2.66  3.89
H  -0.06  0.94  3.76
H  -2.17  3.38  3.80
H  -2.65  1.66  3.67
H  -3.10  2.81  2.39

Summary:
Orbital gap: 9.627 eV

natural (NBO) population analysis, charges in e, atoms 1 to 6: number 1, C, carries -0.35; number 2, C, carries -0.65; number 3, Si, carries 0.99; number 4, C, carries -0.89; number 5, C, carries 0.14; number 6, N, carries -0.60

=====

(2)
Molecular formula: C34H63N12O2
Method: DFT, ωB97M-V/def2-TZVPD

CARTESIAN COORDINATES (ANGSTROEM)
C  -1.11  2.90  0.05
C  -0.15  1.68  0.17
C  -0.88  0.33  -0.23
N  0.07  -0.77  -0.13
C  0.36  -0.92  1.32
C  1.29  -0.86  -0.93
C  1.73  -2.22  -1.05
C  0.40  -3.00  -1.23
C  -0.67  -2.02  -0.57
H  -1.46  2.72  -0.88
H  -0.84  3.87  0.08
H  -1.96  2.66  0.93
H  0.26  1.59  1.12
H  0.59  1.95  -0.62
H  -1.42  0.48  -1.27
H  -1.73  0.22  0.35
H  0.74  -1.86  1.45
H  -0.49  -1.01  2.08
H  1.09  -0.38  1.87
H  2.15  -0.23  -0.45
H  1.14  -0.25  -1.77
H  2.37  -2.52  -0.28
H  2.26  -2.16  -2.00
H  0.33  -3.97  -0.92
H  0.12  -3.37  -2.14
H  -1.21  -2.74  0.21
H  -1.62  -1.84  -1.24
C  3.73  -4.74  -3.99
C  3.71  -4.80  -2.49
N  3.74  -4.84  -1.31
H  4.75  -4.86  -4.33
H  3.22  -5.71  -4.35
H  3.07  -4.08  -4.37
C  -4.91  -0.15  -1.88
C  -3.74  -0.53  -2.69
N  -2.78  -0.83  -3.27
H  -5.67  -1.03  -1.50
H  -4.76  0.40  -0.84
H  -5.38  0.56  -2.51
C  2.49  1.09  -5.05
C  1.45  1.59  -4.04
N  0.79  1.87  -3.14
H  2.48  -0.06  -4.73
H  2.10  1.20  -6.00
H  3.52  1.66  -4.71
C  6.11  -2.83  -0.94
C  6.80  -1.43  -0.92
N  7.21  -0.33  -0.77
H  6.80  -3.48  -0.83
H  5.33  -2.90  -0.22
H  5.60  -3.11  -1.82
C  1.01  -6.95  -2.10
C  0.34  -8.23  -2.74
N  -0.13  -9.16  -3.16
H  0.26  -6.49  -1.50
H  1.79  -7.12  -1.67
H  1.19  -6.21  -3.17
C  4.59  1.86  -1.04
C  4.38  0.64  -1.93
N  4.16  -0.30  -2.47
H  3.81  2.39  -0.29
H  5.45  1.94  -0.34
H  4.63  2.54  -1.76
C  -3.76  5.40  -1.51
C  -4.44  4.14  -2.32
N  -4.84  3.23  -2.82
H  -4.35  6.24  -1.58
H  -3.49  5.02  -0.57
H  -2.82  5.62  -2.00
C  -0.21  4.22  3.53
C  -0.50  2.75  3.81
N  -0.81  1.74  4.02
H  -0.26  4.41  2.44
H  -0.97  4.98  3.90
H  0.52  4.27  4.07
C  -5.82  -1.02  2.25
C  -4.74  -1.60  1.33
N  -3.99  -2.14  0.61
H  -6.46  -1.71  2.41
H  -5.42  -0.59  3.24
H  -6.12  -0.15  1.79
C  -4.69  1.80  4.97
C  -4.50  2.07  3.57
N  -4.35  2.26  2.49
H  -4.77  2.99  5.45
H  -5.68  1.47  4.93
H  -3.94  1.08  5.32
C  6.10  -0.28  2.31
C  4.72  -0.64  1.81
N  3.58  -0.86  1.54
H  6.44  -0.20  3.31
H  6.65  -0.94  1.95
H  6.58  0.49  1.80
C  0.49  7.70  0.45
C  -0.89  7.32  -0.21
O  -1.41  6.30  0.57
H  0.22  8.04  1.34
H  0.92  8.54  -0.03
H  1.18  6.95  0.31
H  -0.93  6.81  -1.12
H  -1.40  8.13  -0.18
H  -1.70  6.71  1.36
C  -2.04  -4.65  2.71
C  -2.88  -3.74  3.65
O  -2.32  -3.34  4.84
H  -2.69  -5.02  1.77
H  -1.76  -5.62  2.99
H  -1.16  -4.18  2.46
H  -3.91  -4.30  3.65
H  -3.18  -2.89  3.25
H  -2.76  -2.63  5.11

Summary:
Charge: +1
Orbital gap: 10.102 eV

Mulliken population analysis, charges in e, atoms 1 to 6: number 1, C, carries -2.15; number 2, C, carries 0.21; number 3, C, carries -1.57; number 4, N, carries 1.70; number 5, C, carries -1.69; number 6, C, carries -0.30

=====

(3)
Molecular formula: C8H9Cl2NO2S
Method: DFT, ωB97M-V/def2-TZVPD

CARTESIAN COORDINATES (ANGSTROEM)
C  0.06  -2.19  2.19
C  -0.06  -0.99  2.96
C  -0.32  -2.19  0.91
C  -0.49  0.15  2.37
C  -0.81  -0.98  0.28
C  -0.88  0.14  1.06
C  1.18  0.79  -2.99
C  0.18  1.84  -1.02
N  0.14  1.21  -2.16
O  -2.25  1.18  -1.04
O  -1.53  2.72  0.68
S  -1.27  1.56  -0.03
Cl  1.55  2.53  -0.41
Cl  1.77  -1.15  -0.84
H  0.56  -3.08  2.67
H  0.35  -0.96  4.04
H  -0.20  -3.09  0.38
H  -0.48  1.12  2.93
H  -1.29  -0.90  -0.69
H  1.99  1.43  -2.93
H  1.62  -0.10  -2.26
H  0.99  0.32  -3.88
H  -0.80  0.65  -2.21

Summary:
ΔE to the lowest compared entry with this formula, charge and spin: 38.5 kcal/mol
Orbital gap (spin up / spin down): 7.020 / 7.022 eV

natural (NBO) population analysis, charges in e, atoms 1 to 6: number 1, C, carries -0.18; number 2, C, carries -0.20; number 3, C, carries -0.18; number 4, C, carries -0.23; number 5, C, carries -0.11; number 6, C, carries -0.33

=====

(4)
Molecular formula: C30H54ClFOsP2Si2
Method: DFT, ωB97M-V/def2-TZVPD

CARTESIAN COORDINATES (ANGSTROEM)
Os  0.26  -0.91  0.25
C  2.38  -1.06  0.11
C  1.75  -2.17  -0.57
C  0.98  -1.57  -1.65
Si  1.55  -3.88  0.19
C  1.10  -0.16  -1.58
C  1.98  0.19  -0.48
Si  2.71  1.85  -0.01
H  3.07  -1.16  0.93
H  0.43  -2.13  -2.38
H  0.65  0.57  -2.24
Cl  -3.83  1.74  -0.91
C  3.84  1.64  1.47
C  3.68  2.54  -1.46
C  2.92  -4.25  1.39
C  1.47  -5.16  -1.16
H  4.09  1.70  -2.03
H  4.52  3.13  -1.07
H  3.08  3.16  -2.13
H  3.28  1.39  2.38
H  4.39  2.57  1.64
H  4.57  0.84  1.27
H  2.23  -4.91  -1.92
H  0.49  -5.25  -1.64
H  1.74  -6.13  -0.72
H  3.86  -3.80  1.05
H  3.06  -5.34  1.43
H  2.70  -3.89  2.40
C  1.45  3.16  0.56
C  -0.09  -3.85  1.20
P  -0.18  3.17  -0.25
H  1.93  4.15  0.47
H  1.28  2.97  1.63
P  -1.28  -2.62  0.56
H  0.15  -3.61  2.24
H  -0.52  -4.86  1.17
C  -2.79  -2.55  1.63
C  -1.87  -3.44  -1.04
C  0.13  3.72  -2.02
C  -1.06  4.62  0.54
C  -1.98  4.10  1.65
H  -1.69  5.03  -0.27
C  -0.14  5.72  1.08
H  0.50  5.34  1.89
H  -0.77  6.51  1.50
H  0.49  6.17  0.31
H  -2.69  3.35  1.28
H  -2.55  4.93  2.07
H  -1.40  3.65  2.48
H  0.90  3.02  -2.39
C  0.65  5.15  -2.14
C  -1.16  3.52  -2.84
H  1.61  5.30  -1.62
H  -0.08  5.88  -1.77
H  0.82  5.36  -3.21
H  -1.40  2.46  -2.97
H  -1.02  3.95  -3.84
H  -2.02  4.01  -2.38
H  -0.93  -3.75  -1.54
C  -2.60  -2.46  -1.97
C  -2.72  -4.69  -0.79
H  -2.20  -5.46  -0.21
H  -2.97  -5.13  -1.77
H  -3.66  -4.44  -0.29
H  -1.95  -1.64  -2.31
H  -3.49  -2.04  -1.49
H  -2.93  -3.01  -2.86
C  -2.89  -1.27  2.47
C  -2.92  -3.77  2.54
H  -3.63  -2.54  0.91
H  -2.09  -3.83  3.25
H  -2.96  -4.72  1.98
H  -3.85  -3.68  3.11
H  -2.03  -1.17  3.14
H  -3.80  -1.33  3.09
H  -2.97  -0.37  1.86
C  -2.35  0.74  -0.58
H  -1.67  1.35  0.05
H  -2.69  -0.16  -0.06
H  -1.89  0.51  -1.55
F  1.09  1.49  5.97
C  0.83  0.89  4.77
C  -0.15  1.45  3.95
C  -0.36  0.86  2.70
C  0.40  -0.23  2.30
C  1.32  -0.81  3.17
C  1.56  -0.24  4.42
H  -0.73  2.31  4.27
H  -1.14  1.26  2.04
H  1.87  -1.70  2.87
H  2.30  -0.67  5.10

Summary:
ΔE to the lowest compared entry with this formula, charge and spin: 0.0 kcal/mol
Multiplicity: 5
Orbital gap (spin up / spin down): 3.804 / 5.654 eV

Mulliken population analysis, charges in e, atoms 1 to 6: number 1, Os, carries 0.12; number 2, C, carries -1.09; number 3, C, carries -0.09; number 4, C, carries -0.08; number 5, Si, carries 0.58; number 6, C, carries -0.82

=====

(5)
Molecular formula: C35H88N6O17
Method: DFT, ωB97M-V/def2-TZVPD

CARTESIAN COORDINATES (ANGSTROEM)
C  7.92  5.80  2.13
C  7.08  4.63  2.69
C  6.01  4.13  1.73
C  5.30  2.97  2.48
N  4.21  2.23  1.78
C  4.25  0.80  2.32
C  5.44  0.10  1.63
C  5.41  0.74  0.22
C  4.46  1.96  0.35
C  2.86  2.88  1.98
C  2.63  4.25  1.46
C  1.19  4.73  1.77
H  8.76  6.05  2.79
H  7.25  6.67  2.01
H  8.25  5.57  1.13
H  6.62  4.97  3.65
H  7.79  3.86  2.93
H  6.66  3.86  0.88
H  5.40  4.92  1.28
H  4.96  3.43  3.45
H  6.11  2.33  2.71
H  3.32  0.31  1.99
H  4.29  0.79  3.43
H  5.33  -0.98  1.56
H  6.37  0.31  2.18
H  5.06  0.03  -0.55
H  6.39  1.08  -0.10
H  3.52  1.75  -0.15
H  4.86  2.87  -0.11
H  2.75  2.79  3.07
H  2.22  2.10  1.52
H  2.97  4.34  0.42
H  3.25  4.93  1.99
H  1.10  5.72  1.31
H  1.10  4.75  2.85
H  0.48  3.98  1.48
C  0.20  -2.01  5.92
C  1.19  -2.03  4.72
C  2.41  -2.82  5.13
O  1.86  -4.11  5.31
C  2.73  -5.27  5.21
N  0.63  -2.64  3.51
H  0.64  -3.68  3.42
H  -0.31  -2.29  3.42
H  0.29  -2.69  -0.23
H  0.23  -2.97  6.41
H  -0.82  -1.84  5.52
H  0.52  -1.18  6.49
H  1.39  -1.04  4.28
H  2.90  -2.46  6.05
H  3.24  -2.73  4.37
H  3.48  -5.26  5.98
H  3.23  -5.33  4.22
H  2.01  -6.13  5.18
C  -4.37  0.48  -4.06
C  -4.92  -0.02  -2.71
C  -6.37  -0.58  -2.71
O  -6.66  -0.81  -1.34
C  -8.10  -1.05  -1.05
N  -3.88  -1.03  -2.29
H  -4.05  -1.50  -1.33
H  -3.75  -1.77  -3.01
H  -2.86  -0.65  -2.22
H  -5.03  1.19  -4.52
H  -4.31  -0.29  -4.80
H  -3.41  0.96  -3.86
H  -4.80  0.89  -2.08
H  -6.57  -1.47  -3.34
H  -7.00  0.19  -3.13
H  -8.32  -2.12  -1.07
H  -8.54  -0.55  -1.88
H  -8.38  -0.51  -0.14
C  -6.66  -0.38  2.24
C  -5.75  0.85  1.99
C  -4.83  1.24  3.15
O  -4.13  2.36  2.81
C  -2.85  2.63  3.50
N  -4.81  0.45  0.89
H  -5.33  0.57  0.00
H  -3.95  1.05  0.86
H  -4.50  -0.60  0.96
H  -6.14  -1.38  2.08
H  -7.54  -0.42  1.60
H  -6.96  -0.32  3.28
H  -6.27  1.73  1.61
H  -4.16  0.42  3.37
H  -5.42  1.37  4.02
H  -2.85  3.71  3.46
H  -2.11  2.11  2.85
H  -2.81  2.24  4.51
C  -0.91  4.48  -2.81
C  -0.56  3.17  -3.33
C  0.83  3.03  -3.97
O  1.68  2.70  -2.91
C  3.01  2.55  -3.47
N  -0.69  2.12  -2.23
H  -0.48  1.17  -2.59
H  -0.13  2.21  -1.30
H  -1.69  1.93  -1.81
H  -2.02  4.57  -2.71
H  -0.67  5.28  -3.44
H  -0.50  4.78  -1.80
H  -1.24  2.84  -4.16
H  1.17  3.97  -4.46
H  0.89  2.21  -4.71
H  3.63  2.46  -2.57
H  3.21  3.42  -4.13
H  3.17  1.65  -4.14
C  -2.44  -5.16  -4.96
C  -1.11  -5.48  -4.23
C  0.07  -5.01  -5.02
O  1.24  -5.31  -4.26
C  2.44  -4.76  -4.77
N  -1.12  -4.66  -2.98
H  -1.14  -3.71  -3.37
H  -1.87  -4.78  -2.36
H  -0.27  -4.85  -2.45
H  -2.36  -5.81  -5.86
H  -2.50  -4.09  -5.27
H  -3.26  -5.42  -4.30
H  -0.94  -6.52  -4.00
H  0.06  -3.92  -5.12
H  0.02  -5.57  -5.96
H  3.14  -5.50  -5.21
H  3.01  -4.35  -3.95
H  2.22  -4.04  -5.56
O  0.40  -1.90  -3.35
C  -0.91  -1.50  -3.31
O  -1.18  -0.45  -2.74
O  -1.68  -2.29  -3.95
H  0.88  -1.43  -2.63
O  1.75  -1.44  1.36
C  1.76  -1.30  0.02
O  1.04  -2.19  -0.67
O  2.45  -0.51  -0.56
H  1.29  -2.15  1.91
O  -1.03  -0.23  1.08
C  -1.18  0.82  0.27
O  -0.14  1.53  0.13
O  -2.32  1.12  -0.32
H  -1.89  -0.77  1.02
O  -2.19  -3.72  1.58
C  -2.56  -3.13  0.38
O  -2.98  -1.95  0.50
O  -2.27  -3.68  -0.70
H  -2.08  -4.64  1.34

Summary:
Charge: +2
Orbital gap: 9.796 eV

Mulliken population analysis, charges in e, atoms 1 to 6: number 1, C, carries -1.35; number 2, C, carries -0.64; number 3, C, carries -0.25; number 4, C, carries -1.05; number 5, N, carries 1.03; number 6, C, carries -0.31

=====

(6)
Molecular formula: C4H12
Method: DFT, ωB97M-V/def2-TZVPD

CARTESIAN COORDINATES (ANGSTROEM)
C  0.48  -2.35  -0.21
C  1.61  -1.45  0.25
H  0.31  -2.33  -1.28
H  0.71  -3.42  -0.06
H  -0.42  -2.17  0.37
H  2.54  -1.57  -0.30
H  1.80  -1.54  1.32
H  1.26  -0.42  0.23
C  -1.11  2.64  -0.23
C  -1.00  1.17  0.16
H  -1.34  3.19  0.69
H  -0.18  3.11  -0.54
H  -1.90  2.88  -0.95
H  -0.70  0.47  -0.62
H  -0.36  1.10  1.05
H  -1.96  0.88  0.59

Summary:
ΔE to the lowest compared entry with this formula, charge and spin: 5.9 kcal/mol
Orbital gap: 12.548 eV

natural (NBO) population analysis, charges in e, atoms 1 to 6: number 1, C, carries -0.61; number 2, C, carries -0.61; number 3, H, carries 0.20; number 4, H, carries 0.20; number 5, H, carries 0.21; number 6, H, carries 0.21

=====

(7)
Molecular formula: C4H5N2O
Method: DFT, ωB97M-V/def2-TZVPD

CARTESIAN COORDINATES (ANGSTROEM)
C  0.89  -0.71  -0.50
C  1.32  -1.59  0.58
C  -0.95  0.02  0.69
C  -0.60  0.99  -0.52
N  0.05  -1.01  0.51
N  0.67  0.45  -1.02
O  2.06  -2.33  1.11
H  -0.80  0.50  1.55
H  -1.92  -0.56  0.68
H  -1.51  1.03  -1.23
H  -0.40  2.06  -0.26
H  1.20  1.15  -1.59

Summary:
Charge: +1
ΔE to the lowest compared entry with this formula, charge and spin: 50.7 kcal/mol
Orbital gap: 10.673 eV

natural (NBO) population analysis, charges in e, atoms 1 to 6: number 1, C, carries 0.42; number 2, C, carries 0.74; number 3, C, carries -0.23; number 4, C, carries -0.26; number 5, N, carries -0.30; number 6, N, carries -0.51